# 1
Here is an isolated molecule of C14H16ClN5O4S at a distorted geometry from the Open Molecules 2025 dataset. Energies are from ωB97M-V/def2-TZVPD.

Computed properties:
LUMO: 0.51 eV
Spin multiplicity: 1
Structure (SMILES): CCOc1nc(CC)nc(NC(=O)NS(=O)(=O)c2ccccc2Cl)n1
E_tot: -53777.3640 eV
Frontier orbital gap: 10.10 eV
Highest occupied orbital energy: -9.6 eV
Max |F|: 1.2 eV/A

Structure (XYZ):
```
41
C14H16ClN5O4S ωB97M-V/def2-TZVPD
C -3.84857 -1.82175 4.30258
C -4.10022 -0.32122 4.34388
O -4.49187 0.18592 3.06898
C -3.55584 0.38766 2.17182
N -3.98306 0.84198 0.99432
C -3.05014 1.07858 0.09231
C -3.47358 1.59008 -1.24325
C -2.58397 1.10476 -2.38416
N -1.75046 0.89548 0.30766
C -1.41333 0.41968 1.50288
N -0.10461 0.17267 1.78917
C 1.02247 0.33383 0.97561
O 2.10534 -0.03852 1.35695
N 0.77685 0.89761 -0.22501
S 2.00024 1.18019 -1.36004
O 1.29881 1.38964 -2.58794
O 2.85681 2.21800 -0.89000
C 2.89504 -0.36551 -1.38342
C 4.24245 -0.35771 -1.08207
C 4.95360 -1.54510 -1.09675
C 4.30644 -2.73034 -1.41247
C 2.95416 -2.74109 -1.70934
C 2.24575 -1.54743 -1.69177
Cl 0.56733 -1.52365 -2.03630
N -2.28125 0.14421 2.47056
H -4.72656 -2.33769 3.92241
H -3.63121 -2.18139 5.30410
H -3.00228 -2.04002 3.65678
H -3.20394 0.20622 4.68364
H -4.94250 -0.08639 4.99814
H -3.44667 2.68267 -1.19750
H -4.51219 1.29381 -1.39519
H -2.54348 0.01823 -2.39889
H -1.56966 1.48445 -2.28953
H -2.98922 1.44652 -3.33290
H 0.07555 -0.21712 2.70629
H -0.21698 1.08070 -0.43740
H 4.69727 0.58633 -0.82982
H 6.00546 -1.54771 -0.85833
H 4.85628 -3.65920 -1.42286
H 2.44365 -3.66036 -1.94817
```


# 2
Here is an isolated molecule of C4H12N2O at a distorted geometry from the Open Molecules 2025 dataset. Energies are from ωB97M-V/def2-TZVPD.

Computed properties:
LUMO: 1.00 eV
Relative energy (zero: lowest compared OMol25 entry of this formula, charge and spin): 116.64 kcal per mole
Spin multiplicity: 1
Structure (SMILES): CN(N)CCCO
E_tot: -9366.1359 eV
Frontier orbital gap: 8.93 eV
Highest occupied orbital energy: -7.9 eV
Max |F|: 6.5 eV/A

Structure (XYZ):
```
19
C4H12N2O ωB97M-V/def2-TZVPD
C 0.71633 2.41898 -0.39215
N 0.69596 1.10330 0.21102
N 1.88718 0.76877 0.90514
C 0.04326 -0.27676 -0.66812
C -0.59831 -0.69648 0.54931
C -1.25526 -2.17055 -0.31421
O -2.63036 -2.29688 -0.06371
H 1.51185 2.52201 -1.15013
H -0.24678 2.61568 -0.86705
H 0.87386 3.19267 0.37155
H 2.00838 1.39886 1.69728
H 2.70583 0.88175 0.29959
H -0.61177 0.11615 -1.43801
H 0.92118 -0.83825 -0.98834
H 0.05449 -1.06528 1.33244
H -1.47460 -0.13066 0.84572
H -0.67258 -2.96323 0.17038
H -1.15026 -2.32090 -1.38828
H -2.77840 -2.25919 0.88756
```